1.
ORCA calculation (ωB97M-V/def2-TZVPD) on a cluster of 10 separate species, C33H91N15O14 in total.

Structure (XYZ):
```
153
Properties=species:S:1:pos:R:3:forces:R:3:lowdin_charge:R:1
C 1.711 -0.128 -6.187 -0.904 -1.359 -0.644 -0.048
C 0.472 0.690 -6.563 0.861 0.761 -1.582 -0.476
C -0.877 0.016 -6.659 0.389 -2.528 0.676 -0.162
O -0.864 -1.295 -7.290 -0.279 0.144 -0.287 -0.213
C -0.619 -1.424 -8.677 0.651 0.490 0.247 -0.117
N 0.404 1.835 -5.694 -0.281 0.577 0.654 0.028
H 2.599 0.496 -6.086 -0.244 0.078 0.441 0.080
H 1.993 -0.897 -6.906 -0.192 0.019 -0.381 0.065
H 1.435 -0.723 -5.317 0.494 0.278 0.544 0.083
H 0.650 1.181 -7.520 0.159 -0.320 -0.536 0.132
H -1.703 0.634 -7.012 0.274 0.236 -0.209 0.127
H -1.108 -0.378 -5.669 -0.353 0.724 0.474 0.121
H -0.875 -2.426 -9.020 -0.354 0.040 0.299 0.083
H 0.450 -1.327 -8.867 0.222 0.208 -0.183 0.073
H -1.142 -0.675 -9.272 -0.200 0.053 -0.053 0.085
H 0.394 1.514 -4.736 -0.255 -0.046 0.454 0.071
H 1.327 2.236 -5.786 -0.003 0.635 0.135 0.067
C -7.329 -1.583 -4.597 -0.786 0.745 1.878 -0.071
O -7.206 -1.989 -3.197 0.856 0.139 -1.205 -0.207
C -6.840 -0.948 -2.311 -1.492 -0.316 1.085 -0.229
C -6.882 -1.498 -0.866 1.454 0.286 -0.477 -0.192
N -5.715 -2.370 -0.682 -0.374 -0.193 -0.561 -0.071
C -5.736 -3.116 0.571 -0.285 0.719 -0.990 -0.217
C -4.988 -2.391 1.659 1.042 -2.336 0.255 -0.266
O -5.525 -1.329 2.340 -0.009 1.009 0.266 -0.167
C -6.683 -1.561 3.087 -0.780 0.904 0.304 -0.113
H -6.551 -0.915 -4.967 1.125 -1.042 -0.086 0.082
H -8.108 -0.823 -4.653 -0.993 -0.397 0.022 0.074
H -7.601 -2.497 -5.124 0.426 0.443 -0.308 0.091
H -7.617 -0.186 -2.358 -0.016 0.445 -0.177 0.116
H -5.868 -0.489 -2.497 0.180 -0.176 -0.248 0.122
H -7.777 -2.068 -0.619 -0.500 0.297 -0.268 0.117
H -6.751 -0.662 -0.178 -0.340 0.141 0.055 0.116
H -5.830 -3.048 -1.422 0.319 -0.181 -0.293 0.093
H -5.253 -4.070 0.360 0.297 0.020 0.352 0.123
H -6.759 -3.368 0.849 -0.304 -0.005 0.356 0.113
H -4.004 -2.116 1.278 -0.098 0.391 -0.134 0.120
H -4.775 -3.218 2.337 0.175 -0.067 0.811 0.116
H -7.546 -1.459 2.429 -0.320 -0.431 0.107 0.084
H -6.776 -0.766 3.826 0.176 0.349 -0.194 0.085
H -6.739 -2.445 3.723 0.404 -0.649 -0.547 0.094
C 3.548 13.292 -8.174 -0.337 -1.113 -1.295 -0.143
O 3.851 12.609 -7.009 0.394 -0.516 2.003 -0.195
C 3.133 11.380 -6.758 0.429 0.253 -0.220 -0.186
C 3.337 10.814 -5.327 0.027 1.565 -0.714 -0.219
N 2.424 9.718 -5.114 0.411 -0.694 0.716 -0.080
C 2.644 9.102 -3.804 -1.052 -1.652 -0.010 -0.189
C 1.507 7.998 -3.614 1.195 0.812 0.422 -0.204
O 0.331 8.603 -3.096 -0.382 0.074 -0.152 -0.197
C -0.641 7.650 -2.681 -0.219 0.037 -0.457 -0.110
H 4.144 14.176 -8.400 -0.173 0.376 1.193 0.087
H 2.469 13.440 -8.219 -0.074 0.528 -0.301 0.086
H 3.856 12.693 -9.031 -0.380 -0.559 -0.413 0.079
H 3.458 10.631 -7.479 0.207 -0.196 -0.077 0.118
H 2.063 11.477 -6.944 -0.277 0.471 0.066 0.112
H 3.178 11.577 -4.565 -0.131 0.598 -0.057 0.115
H 4.391 10.569 -5.194 -0.054 -0.686 -0.127 0.121
H 1.471 10.042 -5.040 -0.171 0.456 -0.496 0.109
H 2.645 9.794 -2.962 -0.391 0.337 0.129 0.111
H 3.639 8.658 -3.766 -0.037 -0.371 -0.241 0.111
H 1.775 7.194 -2.929 0.510 0.022 0.234 0.105
H 1.388 7.520 -4.587 -0.440 0.108 -0.238 0.116
H -1.119 7.148 -3.522 0.428 -0.358 -0.380 0.084
H -1.511 8.107 -2.209 0.502 0.591 0.347 0.084
H -0.201 6.915 -2.007 0.011 -0.094 0.068 0.084
C 1.864 -13.667 1.478 -0.501 2.315 -0.128 -0.086
O 1.732 -12.423 2.232 0.142 -0.579 0.590 -0.218
C 1.290 -12.622 3.607 -0.141 -0.067 -0.929 -0.207
C 1.565 -11.416 4.487 0.736 1.227 -0.582 -0.212
N 0.807 -10.202 4.151 -0.446 -0.706 0.627 -0.073
C 1.166 -8.973 4.886 -1.412 -0.766 -1.941 -0.184
C 0.022 -7.987 4.557 0.397 -0.038 0.636 -0.217
O -0.228 -7.740 3.201 -1.189 -1.405 0.156 -0.179
C 0.685 -7.032 2.498 1.645 1.051 -1.269 -0.165
H 0.866 -14.050 1.263 0.016 -0.927 0.866 0.083
H 2.657 -14.274 1.915 -0.505 -0.480 -0.026 0.088
H 2.129 -13.361 0.466 0.665 0.173 0.122 0.078
H 1.776 -13.510 4.013 0.272 0.000 0.162 0.111
H 0.224 -12.847 3.581 -0.267 0.076 0.075 0.118
H 2.622 -11.158 4.429 0.587 -0.317 -0.282 0.111
H 1.455 -11.640 5.548 -0.587 -0.301 0.013 0.115
H 0.724 -10.045 3.157 0.211 -0.034 0.003 0.105
H 2.109 -8.571 4.515 0.460 0.091 0.557 0.109
H 1.125 -9.226 5.945 0.392 0.379 0.050 0.120
H 0.216 -7.016 5.013 -0.078 0.115 0.507 0.117
H -0.895 -8.456 4.915 0.005 0.296 0.202 0.124
H 1.634 -7.523 2.282 0.203 -0.698 0.179 0.083
H 1.010 -6.104 2.969 -0.352 0.431 0.290 0.089
H 0.283 -6.813 1.508 -0.258 0.169 0.112 0.091
C 1.204 2.091 5.574 1.040 0.681 0.184 -0.099
O 1.587 1.259 6.641 -1.610 -0.046 0.386 -0.189
C 2.954 1.067 6.738 1.221 -0.237 0.299 -0.217
C 3.697 2.245 7.414 0.357 0.355 -1.374 -0.242
N 3.459 2.269 8.801 -1.119 0.486 2.194 -0.078
C 3.686 3.597 9.406 -0.671 0.305 -0.735 -0.163
C 2.577 4.691 9.077 0.827 -1.560 0.022 -0.195
O 1.382 4.377 9.787 0.832 0.246 0.653 -0.186
C 1.401 4.999 11.069 -0.784 1.193 -0.350 -0.123
H 1.544 1.696 4.616 -0.384 -0.431 -0.244 0.087
H 1.787 3.006 5.678 -0.355 0.560 -0.131 0.071
H 0.139 2.320 5.603 0.156 -0.294 0.035 0.094
H 3.314 0.786 5.748 0.570 0.292 -0.160 0.118
H 3.073 0.183 7.364 0.146 -0.009 0.132 0.125
H 3.409 3.190 6.952 -0.481 0.197 -0.466 0.087
H 4.781 2.310 7.324 0.255 -0.842 -0.646 0.121
H 2.494 2.027 8.972 -0.283 -0.179 0.163 0.105
H 4.662 3.891 9.022 0.098 0.449 0.221 0.111
H 3.729 3.510 10.492 0.126 -0.110 -0.009 0.105
H 2.347 4.658 8.012 -0.127 0.027 -0.001 0.105
H 2.933 5.694 9.315 0.029 0.126 0.104 0.112
H 0.576 4.615 11.670 0.356 -0.254 0.029 0.090
H 1.222 6.067 10.939 -0.606 0.365 -0.290 0.077
H 2.339 5.111 11.614 0.401 -1.320 -0.027 0.083
C 5.556 1.893 -0.590 2.308 -1.610 -0.082 -0.797
O 6.726 1.562 -0.680 0.702 0.177 -0.119 0.028
N 5.056 3.014 -1.009 -0.818 3.893 -1.361 0.160
N 4.638 1.092 -0.113 -2.437 -2.824 1.813 0.155
H 4.089 3.243 -0.826 0.425 0.254 -0.316 0.110
H 5.700 3.675 -1.420 -0.416 0.026 0.181 0.121
H 4.917 0.165 0.176 -0.069 0.351 -0.015 0.117
H 3.690 1.388 0.069 0.252 -0.251 -0.107 0.106
C -4.911 4.661 3.800 -0.272 -0.280 -2.719 -0.814
O -4.919 4.605 2.592 0.173 0.289 -1.572 0.035
N -4.930 5.765 4.499 -0.043 4.121 1.206 0.155
N -4.915 3.618 4.562 0.026 -3.109 2.766 0.164
H -5.099 5.785 5.494 0.029 0.191 -0.416 0.108
H -5.016 6.620 3.968 -0.017 -0.110 0.338 0.121
H -4.838 3.889 5.532 0.143 -1.463 0.028 0.106
H -4.778 2.689 4.191 -0.019 0.316 0.348 0.125
C 5.398 -3.731 -3.183 5.045 1.544 -0.895 -0.804
O 6.562 -3.323 -3.082 -0.453 -0.186 0.441 0.008
N 4.874 -4.049 -4.318 -2.259 -1.381 -4.261 0.162
N 4.568 -3.869 -2.219 -2.941 -0.236 5.581 0.164
H 3.925 -4.390 -4.263 0.242 -0.044 -0.814 0.108
H 5.396 -4.134 -5.178 -0.072 0.143 0.471 0.125
H 4.886 -3.658 -1.284 0.025 0.009 -0.295 0.123
H 3.644 -4.272 -2.271 0.326 0.116 -0.256 0.115
C -1.530 0.626 -0.700 4.172 2.892 0.138 -0.763
O -0.478 1.299 -0.675 -1.125 -0.592 -0.090 -0.017
N -1.613 -0.584 -1.170 0.340 -3.042 -1.195 0.161
N -2.704 1.022 -0.293 -3.461 1.294 1.602 0.167
H -0.799 -0.984 -1.615 -0.527 -0.274 0.162 0.125
H -2.530 -0.993 -1.065 0.721 -0.927 -0.788 0.096
H -2.875 1.861 0.241 0.350 -0.203 -0.134 0.126
H -3.336 0.245 -0.157 -0.560 0.791 0.307 0.090
C -1.085 -5.938 -3.637 3.011 1.482 0.903 -0.754
O 0.031 -5.388 -3.632 -0.946 -0.780 -0.489 -0.009
N -1.351 -7.106 -3.084 0.615 -2.290 0.952 0.149
N -2.190 -5.394 -4.065 -2.551 2.210 -1.617 0.157
H -0.538 -7.660 -2.853 -0.668 -0.242 0.364 0.121
H -2.322 -7.338 -2.934 0.736 -0.722 0.198 0.106
H -3.051 -5.915 -3.980 0.122 0.597 -0.478 0.107
H -2.143 -4.516 -4.563 -0.240 -0.211 0.185 0.123
```
Forces are in eV/Å.

Values from the calculation:
Net charge: 0
SMILES: COC[C@H](C)N.COCCNCCOC.COCCNCCOC.COCCNCCOC.COCCNCCOC.NC(N)=O.NC(N)=O.NC(N)=O.NC(N)=O.NC(N)=O
LUMO energy, Ha: -0.0017
HOMO-LUMO gap, eV: 8.5

=====

2.
ORCA calculation (ωB97M-V/def2-TZVPD) on an isolated molecule of C5H12N2.

Structure (XYZ):
```
19
Properties=species:S:1:pos:R:3:forces:R:3:lowdin_charge:R:1
C -1.110 -1.996 -0.453 -0.264 0.806 1.042 -0.076
C -0.306 -1.016 0.401 -0.015 -0.916 -0.295 -0.443
C 0.591 -0.189 -0.560 -0.687 -0.810 0.956 -0.176
C 0.797 1.113 0.123 1.325 3.898 0.022 -0.261
C -0.320 3.091 -0.556 0.477 -0.825 1.709 -0.057
N -0.351 2.064 0.191 -1.392 -1.754 -1.389 -0.037
N 0.365 -1.715 1.541 -1.559 0.888 -1.290 0.046
H -0.456 -2.542 -1.097 0.327 -0.647 -0.536 0.065
H -1.787 -1.383 -1.030 -0.201 -0.008 -0.559 0.073
H -1.723 -2.639 0.163 0.026 -0.385 0.120 0.071
H -1.014 -0.275 0.779 0.025 -0.304 0.551 0.118
H 1.525 -0.736 -0.693 0.255 0.245 0.035 0.116
H 0.145 -0.088 -1.550 -0.176 0.153 0.097 0.113
H 1.149 0.992 1.148 0.175 -0.258 -0.029 0.109
H 1.485 1.782 -0.430 0.940 -0.891 0.241 0.091
H 0.659 3.518 -0.815 -0.265 -0.023 -0.940 0.073
H -1.271 3.570 -0.741 0.122 0.707 0.073 0.062
H 1.003 -2.446 1.285 0.362 0.185 0.059 0.062
H 0.618 -1.104 2.291 0.525 -0.061 0.133 0.051
```
Forces are in eV/Å.

Values from the calculation:
Net charge: 0
SMILES: C=NCC[C@@H](C)N
LUMO energy, Ha: 0.0434
HOMO-LUMO gap, eV: 10.0

=====

3.
ORCA calculation (ωB97M-V/def2-TZVPD) on a structure of composition BeCl4.

Structure (XYZ):
```
5
Properties=species:S:1:pos:R:3:forces:R:3:lowdin_charge:R:1
Be 0.367 -0.365 0.230 -0.384 0.419 -0.266 0.139
Cl -1.293 -2.569 -0.445 0.288 0.116 0.056 -0.772
Cl 1.581 2.224 0.703 0.038 -0.243 0.120 -0.790
Cl 1.148 0.214 -2.515 -0.117 -0.204 0.204 -0.784
Cl -1.803 0.496 2.028 0.174 -0.089 -0.114 -0.793
```
Forces are in eV/Å.

Values from the calculation:
Net charge: -3
Spin multiplicity: 2
LUMO energy (spin up / spin down), Ha: 0.3327 / 0.3200
HOMO-LUMO gap (spin up / spin down), eV: 4.8 / 7.1
⟨S²⟩: 0.752

=====

4.
ORCA calculation (ωB97M-V/def2-TZVPD) on an isolated molecule of C7H12S.

Structure (XYZ):
```
20
Properties=species:S:1:pos:R:3:forces:R:3:lowdin_charge:R:1
C 1.751 0.502 -0.239 0.258 1.732 1.712 -0.425
C 1.480 -1.285 -1.923 0.588 -2.106 -0.318 -0.332
C 1.668 2.025 -0.256 -0.235 0.360 -0.538 -0.133
C -0.081 1.019 1.435 -1.598 -2.475 2.005 -0.002
C 1.292 1.278 0.997 0.966 -0.338 -0.218 -0.422
C -0.619 -0.850 0.502 2.226 3.392 2.645 -0.369
C -2.017 -0.889 0.178 -1.347 1.609 -3.332 -0.182
S 0.583 -0.516 -0.822 -1.302 1.988 -2.005 0.888
H 0.988 -2.067 -2.525 0.384 0.441 0.177 0.013
H 2.495 -1.421 -1.486 -0.926 -0.164 -0.697 0.022
H 2.663 2.554 -0.340 -1.349 -0.544 0.245 0.108
H 0.796 2.597 -0.671 0.948 -0.683 -0.028 0.109
H -0.091 0.848 2.633 -0.302 0.094 -2.979 0.131
H -0.954 1.646 1.161 0.686 -0.361 -0.159 0.081
H 2.013 1.270 1.805 0.059 -0.027 0.070 0.114
H -0.373 -1.657 1.139 1.053 -0.607 0.721 0.075
H -2.368 -1.901 0.243 -0.680 -0.357 0.009 0.067
H -2.004 -0.565 -0.969 -0.906 -0.627 1.974 0.086
H -2.683 -0.157 0.698 0.592 -0.717 -0.246 0.092
H -0.499 0.032 -1.675 0.885 -0.610 0.962 0.081
```
Forces are in eV/Å.

Values from the calculation:
Net charge: 0
LUMO energy, Ha: 0.0239
HOMO-LUMO gap, eV: 8.1

=====

5.
ORCA calculation (ωB97M-V/def2-TZVPD) on a structure of composition C5H9N2.

Structure (XYZ):
```
16
Properties=species:S:1:pos:R:3:forces:R:3:lowdin_charge:R:1
C 1.300 1.460 0.036 -2.195 -2.205 -0.522 0.030
C -1.298 -0.367 -0.246 0.049 -0.241 -0.356 -0.014
C 1.201 0.054 -0.522 1.586 0.808 2.344 -0.236
C -2.636 0.125 0.071 2.977 4.659 2.174 0.016
C 1.891 -1.041 0.253 2.201 3.039 1.818 -0.006
N 0.043 1.610 0.262 -0.310 -0.210 0.137 0.213
N -0.207 0.256 -0.180 -0.434 2.371 0.023 -0.037
H 2.054 2.101 0.263 2.007 1.946 0.424 0.110
H -1.070 -1.337 -0.574 -0.485 -1.662 -0.540 0.149
H 1.441 0.079 -1.540 -0.203 -0.477 -1.799 0.146
H -2.713 0.046 1.186 0.085 0.567 -0.582 0.136
H -2.716 1.254 -0.268 -0.074 -2.318 0.881 0.159
H -3.378 -0.456 -0.233 -3.005 -2.456 -1.961 0.036
H 1.815 -0.885 1.383 0.374 0.387 -1.423 0.128
H 2.987 -1.053 -0.054 -1.603 -0.711 0.371 0.134
H 1.287 -1.845 0.165 -0.968 -3.497 -0.989 0.035
```
Forces are in eV/Å.

Values from the calculation:
Net charge: +1
LUMO energy, Ha: -0.1731
HOMO-LUMO gap, eV: 10.9

=====

6.
ORCA calculation (ωB97M-V/def2-TZVPD) on a structure of composition C5H22BCs2N6O4.

Structure (XYZ):
```
40
Properties=species:S:1:pos:R:3:forces:R:3:lowdin_charge:R:1
Cs -0.669 2.104 1.299 -1.600 8.760 1.554 2.084
Cs -2.475 -1.754 0.143 -8.665 -4.945 -0.135 1.984
B -0.650 -0.066 0.289 -4.362 6.372 -1.269 -1.341
H 0.013 0.462 -0.378 1.782 -2.641 12.447 0.000
H -0.456 -1.114 0.119 0.589 -2.620 4.429 0.030
H -0.417 0.177 1.314 3.550 5.417 -1.334 -0.053
H -1.689 0.156 0.101 -2.209 2.730 -1.007 -0.024
C -0.423 -2.344 -1.522 1.051 -1.242 -2.967 -0.830
O -0.543 -3.048 -0.547 1.106 -1.852 1.632 -0.165
N -0.472 -1.047 -1.512 -1.707 -0.029 -9.812 -0.024
N -0.325 -2.876 -2.742 0.261 -1.748 -1.596 0.207
H -0.477 -0.533 -2.381 0.077 -0.985 -0.325 0.146
H -0.546 -0.539 -0.642 0.952 -3.475 -7.405 -0.170
H -0.232 -3.882 -2.752 0.076 0.087 -0.125 0.130
H -0.019 -2.396 -3.577 -0.066 0.094 0.363 0.125
C -0.965 0.106 3.350 1.258 0.943 1.336 -0.770
O -0.054 0.933 3.400 0.371 -0.473 0.840 -0.165
N -1.731 -0.203 4.350 -2.267 -0.868 3.659 0.202
N -1.359 -0.506 2.266 -6.101 -5.359 5.061 -0.033
H -2.361 -0.982 4.227 0.043 0.392 0.480 0.123
H -1.758 0.295 5.229 0.432 -0.157 -0.188 0.139
H -2.123 -1.167 2.275 0.227 0.554 1.920 0.004
H -0.971 -0.311 1.355 -4.321 -4.004 4.095 -0.218
C 0.522 2.448 -1.381 3.130 2.964 2.082 -0.746
O 1.252 2.482 -0.353 -1.753 2.704 -1.822 -0.224
N -0.147 1.403 -1.641 -2.655 0.648 -6.448 0.143
N 0.334 3.473 -2.181 -0.505 2.858 -2.222 0.210
H -0.676 1.331 -2.498 0.139 0.241 -0.024 0.152
H 0.012 0.643 -0.994 0.403 3.014 -10.103 -0.079
H 0.793 4.372 -2.170 0.363 -0.453 0.735 0.135
H -0.342 3.441 -2.931 0.134 -0.340 0.138 0.120
C 2.788 0.479 -0.167 1.469 -0.633 -0.658 -0.050
C 1.899 -0.757 -0.051 1.558 1.701 1.211 -0.198
O 1.134 -0.440 1.108 7.087 -2.706 2.389 -0.061
H 3.474 0.400 -1.011 0.102 0.060 -0.292 0.081
H 3.429 0.618 0.704 0.030 -0.636 0.270 0.091
H 2.240 1.421 -0.195 0.924 -1.605 -0.282 -0.003
H 2.550 -1.618 0.104 -0.448 -0.373 0.081 0.132
H 1.220 -0.902 -0.890 1.431 -0.050 0.220 0.101
H 0.218 -0.259 0.882 8.116 -2.344 3.072 -0.185
```
Forces are in eV/Å.

Values from the calculation:
Net charge: +1
LUMO energy, Ha: -0.1137
HOMO-LUMO gap, eV: 8.5

=====

no.,maximum force (hartree/bohr)
1,0.123
2,0.080
3,0.012
4,0.094
5,0.116
6,0.250